(1)
Computed, not measured: 9 unconnected molecules or ions with the total composition C18H54O18, with ωB97M-V/def2-TZVPD.

Summary:
- highest occupied orbital energy (eV) = -9.6
- spin multiplicity = 1
- lowest unoccupied orbital energy (eV) = 0.15
- energy above the lowest of the compared OMol25 structures with the same formula, charge and spin (kJ/mol) = 193.3
- SMILES string = OCCO.OCCO.OCCO.OCCO.OCCO.OCCO.OCCO.OCCO.OCCO

```
90
Properties=species:S:1:pos:R:3:forces:R:3
O 11.895165 15.793450 7.998910 1.1 1.2 -1.2
C 11.459685 16.173920 9.284470 -1.0 -2.2 -0.3
C 11.281345 14.850240 9.997220 -0.2 -0.2 1.2
O 10.188025 14.064540 9.537770 -0.1 1.0 -0.8
H 11.275835 15.226970 7.532940 -0.4 0.0 0.5
H 12.219445 16.761030 9.800390 0.0 0.1 -0.3
H 10.490305 16.672050 9.267900 0.1 0.4 0.0
H 11.160075 15.048000 11.062250 0.1 -0.2 0.3
H 12.163965 14.247760 9.782510 0.6 0.2 0.4
H 10.019695 13.386630 10.196340 -0.1 -0.4 0.3
O 7.538315 11.310860 6.102040 -0.5 0.7 -0.1
C 7.582195 10.567100 7.290810 1.1 -0.7 0.6
C 8.746245 10.954630 8.176400 -0.6 0.5 -0.5
O 9.965325 10.772670 7.480660 0.7 -0.8 0.3
H 8.189415 10.937420 5.503550 -0.1 -0.1 -0.1
H 6.701705 10.631210 7.930130 -0.5 0.2 -0.7
H 7.781295 9.529150 7.024120 -0.4 -0.4 0.2
H 8.703235 10.275610 9.027970 0.5 0.1 0.1
H 8.675945 11.985110 8.524650 -0.1 0.1 0.1
H 10.065265 11.321230 6.699190 -0.3 0.3 0.2
O 12.393045 10.867710 15.428190 0.1 1.1 0.5
C 11.460295 9.817040 15.515620 0.6 -2.0 -1.6
C 12.026865 8.633550 14.630340 -1.6 0.8 -0.5
O 13.006205 7.899250 15.254540 0.3 0.1 1.6
H 13.203485 10.712640 15.918850 -0.1 -0.4 0.1
H 11.157735 9.490730 16.510650 0.6 0.1 0.3
H 10.543935 10.196170 15.063240 0.0 -0.1 -0.2
H 12.388565 9.052830 13.691470 0.2 0.5 0.0
H 11.229855 7.990010 14.257860 -0.6 -0.2 0.4
H 13.592365 7.491140 14.613090 0.3 -0.2 -0.4
O 11.855915 10.134400 9.356430 1.0 0.8 1.4
C 12.180955 11.373720 10.047200 0.1 -0.5 0.2
C 11.552055 11.473420 11.435130 -1.7 0.8 -0.4
O 10.115295 11.646160 11.182440 0.9 -0.4 -0.1
H 11.070345 10.348440 8.847830 -0.3 -0.2 -0.6
H 13.251515 11.476470 10.224520 0.3 -0.4 -0.4
H 11.883055 12.165210 9.359520 -0.1 0.3 0.5
H 11.871405 12.317720 12.046100 0.4 0.5 -0.5
H 11.778955 10.635600 12.094430 -0.2 -0.6 -0.4
H 9.627455 11.833710 11.987690 -0.1 0.2 0.4
O 8.232045 13.252050 13.209480 -1.3 -0.5 -0.2
C 7.238165 12.702110 14.136880 2.3 -0.3 -0.5
C 7.161935 11.123440 13.925970 -1.2 2.6 0.6
O 6.049435 10.669430 14.727570 0.8 -0.3 -0.6
H 9.049735 13.397890 13.690840 0.2 -0.2 0.2
H 7.593305 13.037850 15.111190 -0.2 -0.7 0.5
H 6.290285 13.227620 14.020860 -0.2 -0.4 -0.5
H 8.096375 10.611670 14.156230 -0.2 0.1 0.3
H 6.937765 11.010470 12.865270 0.2 -0.3 -0.1
H 5.299175 10.829880 14.150530 -0.3 -0.1 0.3
O 14.759105 6.861210 13.499100 -0.1 0.2 -2.4
C 14.826045 7.062890 11.992510 0.2 1.4 1.7
C 14.204325 8.440240 11.555940 -1.0 -1.8 -1.1
O 12.800205 8.268760 11.200570 1.2 -0.5 1.5
H 15.342275 6.111070 13.636200 0.0 -0.1 0.4
H 15.897525 7.095850 11.795160 0.0 0.2 -0.2
H 14.432745 6.186600 11.477210 -0.5 0.3 0.0
H 14.663145 8.695910 10.600840 0.6 0.1 0.1
H 14.374435 9.252800 12.262270 0.0 -0.2 0.3
H 12.521305 9.041070 10.703220 -0.3 0.1 -0.5
O 10.667485 12.840510 14.574530 -0.3 0.7 -0.9
C 11.048035 13.858680 15.473220 0.3 0.0 0.8
C 10.529465 15.229600 15.081750 -0.3 -0.2 -0.3
O 11.054685 15.727000 13.828390 -1.1 -0.3 1.5
H 11.166475 12.044160 14.770590 0.5 0.0 0.2
H 10.679725 13.536640 16.447250 -0.3 0.6 0.4
H 12.124215 13.926990 15.632200 0.4 -0.2 -0.5
H 10.675405 15.937670 15.897500 0.7 0.1 0.1
H 9.442225 15.154480 15.100710 -0.3 0.1 -0.9
H 11.872105 15.251470 13.663190 0.2 -0.1 -0.4
O 11.435765 5.666060 8.928370 -0.7 -2.5 0.5
C 12.125735 6.745510 8.447300 -0.5 1.2 0.3
C 11.982135 6.903800 6.961550 0.0 1.3 1.1
O 12.857385 6.090860 6.269060 0.5 -1.1 -1.1
H 11.667485 5.587010 9.856620 -0.2 -0.2 0.1
H 11.656215 7.569320 8.984860 0.7 0.9 -0.4
H 13.186415 6.663220 8.684530 0.3 0.3 0.1
H 12.267105 7.946970 6.824890 -0.3 0.4 -0.4
H 10.950965 6.766490 6.636070 0.1 -0.2 -0.1
H 13.730405 6.488230 6.308160 0.0 -0.1 0.0
O 15.032515 12.296390 12.401600 0.1 0.9 0.5
C 14.954775 13.104600 13.597460 -1.0 -0.5 0.0
C 14.497505 14.547680 13.359620 1.4 -0.3 0.8
O 13.302565 14.647940 12.704060 -1.2 -0.5 -1.3
H 15.733035 12.690310 11.876540 0.2 -0.2 -0.3
H 14.167685 12.614840 14.170810 0.0 0.0 0.2
H 15.869335 13.060720 14.188870 0.2 0.1 -0.1
H 15.213505 15.078010 12.731770 0.7 0.3 0.5
H 14.306975 15.036390 14.315110 0.7 0.1 0.2
H 13.543495 14.423440 11.802310 -0.9 -0.1 -0.4
```
Positions in Å, forces in eV/Å.



(2)
Computed, not measured: a single C5H7P molecule, with ωB97M-V/def2-TZVPD.

Summary:
- highest occupied orbital energy (eV) = -8.4
- spin multiplicity = 1
- lowest unoccupied orbital energy (eV) = 0.00
- energy above the lowest of the compared OMol25 structures with the same formula, charge and spin (kJ/mol) = 323.3

```
13
Properties=species:S:1:pos:R:3:forces:R:3
C -0.330530 -0.862779 -1.890030 0.2 0.8 4.1
C 0.417816 -0.892281 1.384116 -0.6 0.4 -1.5
C -0.646703 0.897153 0.035095 0.5 1.1 -0.9
C 0.015104 -0.425964 0.183402 -0.9 -1.3 -0.8
C 0.095561 1.601459 -1.124613 0.7 -1.9 -0.6
P 0.620317 0.595772 -2.451084 -1.3 1.6 1.7
H 0.072312 -1.850936 -2.130069 -0.7 0.3 0.0
H 0.961021 -1.761516 1.636230 0.4 -1.2 -0.6
H 0.169844 -0.394562 2.316131 -0.1 0.8 -0.3
H -1.645485 0.777689 -0.470241 0.2 0.1 1.5
H -0.570396 1.408711 1.049648 -0.7 -0.1 -1.5
H -1.459863 -0.657778 -1.702428 2.0 -1.0 -0.8
H 0.357401 2.630843 -1.002623 0.2 0.5 -0.2
```
Positions in Å, forces in eV/Å.



(3)
Computed, not measured: 5 unconnected molecules or ions with the total composition C27H23BF32O8, with ωB97M-V/def2-TZVPD.

Summary:
- highest occupied orbital energy (eV) = -9.8
- spin multiplicity = 1
- lowest unoccupied orbital energy (eV) = -0.47
- SMILES string = FC(F)C(F)(F)COC(F)(F)C(F)F.FC(F)C(F)(F)COC(F)(F)C(F)F.FC(F)C(F)(F)COC(F)(F)C(F)F.FC(F)C(F)(F)COC(F)(F)C(F)F.O=C1C=CC(=O)C(CB(O)O)=C1

```
91
Properties=species:S:1:pos:R:3:forces:R:3
F 2.888010 0.658601 3.842058 0.0 0.0 -0.2
C 2.542222 1.614841 2.953922 -0.6 0.0 0.3
F 1.313948 1.280939 2.479587 0.1 0.1 -0.2
C 3.537171 1.719652 1.796001 0.4 -0.5 -0.2
F 3.549979 0.577996 1.069256 -0.1 0.0 0.1
F 3.077522 2.697187 0.964622 -0.1 0.2 0.3
C 4.983978 2.099635 2.167226 0.5 0.5 -0.3
O 5.927248 1.040090 2.284238 -0.6 -0.4 0.4
C 6.015863 0.357647 3.486825 0.2 1.1 -0.3
F 5.307140 0.987627 4.443056 0.1 -0.3 0.2
F 7.309485 0.412115 3.870925 0.0 -0.3 0.0
C 5.615614 -1.108603 3.333656 -0.1 -0.8 -0.1
F 4.354931 -1.226486 2.869830 0.1 0.1 0.0
F 5.660745 -1.738471 4.530657 0.1 0.3 0.1
H 2.451969 2.564584 3.478596 0.1 -0.1 -0.1
H 5.356098 2.688225 1.329076 -0.1 -0.1 -0.1
H 5.023650 2.771430 3.024645 -0.2 -0.2 0.1
H 6.283384 -1.625401 2.641075 0.1 0.2 0.0
F 1.038998 6.226950 4.002806 0.1 -0.2 0.0
C 1.808612 5.275854 4.559544 0.4 0.3 -0.3
F 2.376714 4.584709 3.529541 -0.1 0.0 0.2
C 1.008978 4.322968 5.453490 -0.8 -0.1 0.1
F 0.106706 3.630383 4.727500 0.1 0.1 -0.1
F 1.893362 3.404700 5.939629 0.3 0.3 0.0
C 0.308391 4.959464 6.670967 0.0 -0.2 0.7
O -1.073282 5.268637 6.536189 0.3 0.2 -0.8
C -1.426718 6.471000 5.945327 0.4 -0.2 0.9
F -0.345903 7.257260 5.786569 -0.3 0.2 -0.2
F -2.239237 7.111693 6.810525 -0.2 0.0 -0.2
C -2.187751 6.243441 4.639254 -0.5 -0.1 -0.5
F -1.444249 5.521546 3.774769 0.0 0.1 0.0
F -2.475826 7.425610 4.050482 0.1 0.1 0.2
H 2.611139 5.758798 5.123937 0.0 -0.1 0.1
H 0.330541 4.202588 7.454449 0.0 -0.1 -0.2
H 0.874108 5.800033 7.073607 0.0 0.1 -0.3
H -3.120146 5.704935 4.820879 0.0 0.0 0.2
F -3.100224 3.271385 -2.411412 0.2 -0.1 0.1
C -1.781104 3.118412 -2.176701 0.1 0.0 -0.7
F -1.371152 2.063068 -2.926906 0.1 0.0 0.2
C -1.480454 2.865313 -0.701305 -0.3 -0.3 0.7
F -2.022717 1.697793 -0.292188 0.0 0.0 -0.2
F -0.130342 2.718435 -0.591300 0.1 0.3 -0.3
C -1.889383 3.983450 0.275041 0.4 0.4 0.6
O -3.123396 3.816459 0.961204 -0.3 -0.3 -0.7
C -4.293704 4.209404 0.337997 0.9 0.6 0.3
F -4.024479 4.910612 -0.778762 -0.4 0.0 0.0
F -4.913276 5.060606 1.186554 -0.3 -0.2 0.0
C -5.228078 3.028220 0.073205 -0.4 -0.4 0.0
F -4.632745 2.102195 -0.704744 0.0 0.1 0.1
F -6.336461 3.454232 -0.575930 0.1 0.2 0.1
H -1.253672 4.009073 -2.530521 0.0 0.0 0.1
H -1.144514 3.971224 1.070636 0.0 -0.2 0.0
H -1.806176 4.975124 -0.170548 -0.1 -0.1 -0.2
H -5.524460 2.554212 1.011423 0.1 0.1 0.1
F -4.071798 -8.782855 -4.439479 0.2 0.0 0.1
C -2.820373 -8.748305 -3.936170 0.0 -0.6 0.2
F -2.825471 -9.492938 -2.802195 0.1 0.2 0.0
C -2.372797 -7.323350 -3.612348 -0.3 0.7 0.1
F -3.143309 -6.792192 -2.636066 0.0 -0.2 0.0
F -1.112772 -7.408854 -3.100688 0.1 -0.3 -0.2
C -2.304427 -6.341405 -4.793608 0.6 0.5 -0.2
O -3.417713 -5.472183 -4.971207 -0.6 -0.6 0.2
C -4.515263 -5.932705 -5.674321 1.1 0.2 -0.3
F -4.236787 -7.105187 -6.274537 -0.4 0.1 -0.1
F -4.742434 -5.038471 -6.662394 -0.3 0.0 0.1
C -5.766457 -6.010390 -4.799043 -0.5 0.0 0.3
F -5.573057 -6.828587 -3.745385 0.0 0.1 -0.1
F -6.801264 -6.507763 -5.516418 0.1 0.1 -0.2
H -2.137171 -9.219301 -4.648836 0.0 0.1 0.0
H -1.477716 -5.666251 -4.572266 0.0 0.0 0.2
H -2.022050 -6.832412 -5.725043 -0.2 -0.2 0.1
H -6.035926 -5.020506 -4.424480 0.1 0.1 -0.1
O 2.492998 -0.604225 -5.398059 1.5 1.5 -2.0
C 1.871461 -1.123065 -4.549421 -1.4 -1.3 2.4
C 0.347687 -1.180576 -4.541042 0.9 1.2 -0.1
C -0.216510 -2.297399 -4.167715 -0.2 -1.1 0.4
C 0.741950 -3.426989 -3.836126 -0.1 2.7 0.9
O 0.596010 -4.532598 -4.215047 -0.5 -2.5 -0.6
C 1.947180 -2.986991 -3.015089 -0.6 -1.5 0.3
C 2.349841 -3.898919 -1.876350 0.1 0.0 0.1
B 3.885214 -3.806620 -1.452243 0.1 0.0 0.5
O 4.210526 -3.213361 -0.253541 -0.2 0.1 -0.4
O 4.946661 -4.278677 -2.209232 -0.7 0.5 -0.3
C 2.512370 -1.861655 -3.382536 0.0 0.9 -0.3
H -0.219609 -0.291288 -4.801213 0.2 -0.1 -0.2
H -1.295564 -2.405199 -4.110045 0.1 -0.4 -0.1
H 1.749017 -3.609646 -0.996857 -0.1 -0.2 -0.3
H 2.073380 -4.936489 -2.110729 0.1 0.2 -0.1
H 3.434212 -2.810843 0.152783 0.2 -0.1 0.2
H 5.388265 -3.499661 -2.573185 0.4 -0.4 0.0
H 3.374638 -1.463536 -2.850322 0.0 0.1 -0.4
```
Positions in Å, forces in eV/Å.



(4)
Computed, not measured: 13 unconnected molecules or ions with the total composition H27O13, with ωB97M-V/def2-TZVPD.

Summary:
- highest occupied orbital energy (eV) = -13.3
- spin multiplicity = 1
- lowest unoccupied orbital energy (eV) = -3.22
- charge = +1
- energy above the lowest of the compared OMol25 structures with the same formula, charge and spin (kJ/mol) = 543.6

```
40
Properties=species:S:1:pos:R:3:forces:R:3
O 43.798000 53.353000 45.840000 -1.2 2.8 3.2
H 42.903000 53.330000 46.558000 1.0 -0.9 -1.8
H 44.057000 52.672000 45.253000 -0.1 -2.7 -1.4
H 44.626000 53.445000 46.364000 -0.4 0.1 0.1
O 42.923000 54.701000 48.021000 0.9 1.9 1.7
H 43.300000 55.238000 48.798000 -0.7 -1.4 -1.5
H 42.578000 55.422000 47.475000 0.0 -0.1 -0.1
O 41.353000 52.850000 46.715000 0.6 9.2 12.8
H 41.421000 52.263000 46.179000 1.0 -11.7 -10.4
H 40.779000 53.507000 46.378000 -0.4 0.4 -0.2
O 46.296000 53.193000 47.142000 -4.6 -1.4 -2.5
H 47.162000 53.029000 47.176000 5.4 -0.5 0.4
H 46.011000 53.902000 47.639000 -0.3 2.5 2.1
O 41.094000 53.369000 49.791000 1.7 -1.3 5.3
H 40.316000 53.364000 49.371000 -4.6 -0.2 -2.3
H 41.695000 53.669000 49.197000 2.9 1.3 -2.9
O 41.142000 54.280000 44.999000 3.0 0.9 -0.5
H 40.291000 54.542000 44.874000 -4.0 1.6 -0.9
H 41.420000 53.923000 44.173000 0.5 -0.4 -1.0
O 44.484000 51.644000 48.129000 -1.4 -1.4 2.7
H 44.174000 51.197000 49.028000 1.4 1.4 -2.9
H 45.448000 51.726000 48.092000 -0.5 -0.3 0.5
O 41.894000 50.995000 44.461000 -0.7 1.5 -2.1
H 41.579000 51.462000 43.585000 1.2 -2.1 2.4
H 42.478000 50.234000 44.280000 -0.7 0.6 -0.3
O 44.042000 55.165000 43.484000 -1.5 1.4 0.6
H 44.806000 55.419000 42.921000 -1.3 0.5 0.2
H 43.274000 55.853000 43.579000 2.7 -1.5 -0.9
O 44.937000 51.101000 45.090000 -0.3 1.6 1.3
H 44.657000 50.515000 44.417000 0.5 -1.0 -1.0
H 45.856000 51.025000 45.365000 -0.1 -0.5 -0.6
O 47.528000 54.697000 44.686000 -1.0 -0.1 1.4
H 47.092000 55.230000 43.993000 0.1 -0.4 0.9
H 46.958000 54.659000 45.530000 0.9 0.4 -2.4
O 44.860000 52.984000 42.121000 2.7 -4.0 -3.8
H 44.355000 52.456000 41.445000 0.8 1.0 1.0
H 44.277000 53.467000 42.581000 -3.6 2.8 2.6
O 45.292000 56.156000 46.046000 1.4 -0.4 7.7
H 44.929000 56.015000 45.275000 -2.3 -0.7 -6.7
H 46.049000 56.694000 46.155000 0.9 0.9 -0.8
```
Positions in Å, forces in eV/Å.



Q: The highest lowest unoccupied orbital energy belongs to which entry?
A: C18H54O18



Q: Number 2 is which compound?
A: C5H7P